Entry from OMol25: a 2-piece molecular cluster, C5H9O4P overall (ωB97M-V/def2-TZVPD).

Output
ΔE to the lowest compared entry with this formula, charge and spin, eV: 1.791
E_tot, eV: -22809.939
M, g mol⁻¹: 164.10

Structure (ORCA input):
```
! wB97M-V def2-TZVPD RIJCOSX def2/J DEFGRID3
* xyz -2 1
C -0.82 -1.51 0.64
C -1.63 0.19 -2.38
C 1.73 0.12 2.34
C -1.16 0.50 -0.95
C -0.25 -0.57 -0.40
O -1.89 -1.18 1.20
O 3.23 0.59 0.04
O -0.21 -2.59 0.81
O 1.55 2.36 0.69
P 1.90 0.90 0.65
H -0.77 0.13 -3.05
H -2.15 -0.76 -2.40
H -2.30 0.97 -2.75
H 1.71 -0.95 2.19
H 2.56 0.40 3.01
H 0.78 0.44 2.76
H -2.02 0.56 -0.28
H -0.65 1.47 -0.95
H 0.37 -1.07 -1.15
*
```